The following is a quantum chemistry calculation of a structure of composition C28H54FeN5O2P2S2Sb in a non-equilibrium geometry, from OMol25.

Each line ends with the Löwdin charge.
Positions of all 95 atoms, in Å:
Fe -15.6480 -3.3348 -12.4062  0.81
C -14.9198 -6.5762 -11.7719  -0.10
N -16.1037 -5.6935 -11.4173  -0.26
C -16.4569 -6.1239 -10.0565  -0.13
C -17.2642 -6.1808 -12.2984  -0.14
C -17.0840 -5.6546 -13.6805  -0.27
C -17.7702 -6.2745 -14.7147  -0.03
C -17.7895 -5.7391 -15.9863  -0.05
C -17.1436 -4.5347 -16.2845  -0.06
C -16.3247 -3.9688 -15.3185  -0.15
C -16.3659 -4.4754 -14.0098  -0.22
H -15.2004 -7.6859 -11.4872  0.14
H -14.0249 -6.2348 -11.2824  0.07
H -14.6561 -6.5304 -12.8096  0.00
H -16.5760 -7.2495 -9.9566  0.11
H -17.3388 -5.6807 -9.6403  0.06
H -15.5622 -5.9200 -9.3624  0.11
H -18.1552 -5.7097 -11.8699  0.10
H -17.3110 -7.3081 -12.1952  0.15
H -18.3144 -7.1723 -14.4891  0.12
H -18.2693 -6.2193 -16.8752  0.14
H -17.0818 -4.2322 -17.3465  0.13
H -15.7083 -3.1384 -15.5146  0.07
C -19.2134 -3.2441 -12.1344  -0.05
C -18.5070 -2.0083 -12.5929  -0.63
N -17.2150 -1.8997 -12.7197  -0.03
C -16.8458 -0.6376 -13.1987  -0.32
C -17.9200 0.1707 -13.5262  -0.26
S -19.3904 -0.6757 -13.1702  1.17
C -15.4565 -0.3219 -13.3958  -0.36
C -14.9985 0.9510 -13.6787  -0.30
S -13.3067 0.9330 -13.6637  1.17
C -13.2755 -0.7050 -13.2659  -0.61
N -14.5006 -1.2808 -13.1298  0.03
C -11.9215 -1.4118 -13.0291  -0.08
H -19.2598 -3.9975 -12.9620  0.10
H -20.2818 -2.9982 -11.8903  0.11
H -18.7442 -3.7214 -11.3092  0.05
H -17.9735 1.1466 -13.9922  0.09
H -15.4579 1.9002 -13.8297  0.08
H -11.8691 -2.0484 -12.1149  0.05
H -11.2208 -0.6066 -12.8586  0.07
H -11.7080 -1.9566 -13.9658  0.06
C -13.5498 -6.3415 -15.1134  -0.30
Sb -13.1465 -4.5501 -14.0657  1.32
C -11.1353 -5.0565 -13.5072  -0.31
C -13.0034 -3.5150 -15.9298  -0.29
H -12.8681 -6.3891 -15.9573  0.02
H -14.6402 -6.3039 -15.4016  0.03
H -13.3266 -7.2482 -14.4710  0.04
H -11.2797 -6.0352 -12.9190  0.04
H -10.6705 -4.3315 -12.8459  -0.02
H -10.5033 -5.0970 -14.4235  0.03
H -11.9816 -3.6412 -16.3367  0.04
H -13.3001 -2.4908 -15.9076  -0.01
H -13.5972 -4.1385 -16.5904  0.01
N -7.7098 -8.1326 -6.7484  0.15
C -7.4325 -8.6627 -8.1750  -0.15
P -7.5646 -7.1209 -9.2311  0.36
O -6.9294 -6.1119 -8.2890  -0.37
O -8.8327 -7.0224 -9.9064  -0.31
C -6.2845 -7.2281 -10.5839  -0.18
N -5.4393 -5.9973 -10.4474  0.12
H -7.3343 -7.1481 -6.7573  0.13
H -7.2643 -8.7150 -6.0685  0.15
H -8.7229 -8.0637 -6.6965  0.16
H -8.1199 -9.4617 -8.4238  0.10
H -6.3656 -9.0383 -8.1927  0.12
H -6.8103 -7.3026 -11.5412  0.11
H -5.5944 -8.0691 -10.5599  0.11
H -4.5450 -6.0253 -10.9072  0.15
H -5.2781 -5.9024 -9.4302  0.13
H -5.9599 -5.0984 -10.7934  0.22
C -12.6195 -2.9292 -9.7349  -0.12
C -13.9558 -3.0672 -8.8932  -0.39
P -15.4608 -2.5886 -9.7993  0.94
C -15.2962 -0.7114 -9.8615  -0.38
C -15.2324 0.1653 -8.6411  -0.12
C -16.8142 -2.9871 -8.6527  -0.41
C -16.4880 -3.2007 -7.1761  -0.11
H -11.8496 -3.4080 -9.1308  0.08
H -12.4866 -1.9200 -10.0923  0.05
H -12.7018 -3.4835 -10.6774  0.03
H -13.8608 -2.4421 -8.0217  0.07
H -14.0093 -4.0936 -8.5384  0.07
H -16.1679 -0.4455 -10.4524  0.06
H -14.3532 -0.6187 -10.4624  0.07
H -16.2070 0.2466 -8.1512  0.09
H -14.9549 1.1688 -8.8792  0.08
H -14.5924 -0.2111 -7.8711  0.06
H -17.3045 -3.8976 -9.0168  0.03
H -17.5452 -2.1709 -8.7488  0.09
H -15.6283 -3.8949 -7.0935  0.07
H -17.3233 -3.6145 -6.6343  0.08
H -16.1782 -2.2334 -6.7890  0.07

HOMO-LUMO gap (alpha / beta) (eV): 8.41 / 6.55
F_max (eV/Å): 2.87
Multiplicity: 6
LUMO energy (alpha / beta) (eV): -6.17 / -8.59
⟨S²⟩: 8.7649
E (eV): -122607.00301
Charge: +3
HOMO energy (alpha / beta) (eV): -14.6 / -15.1